(1)
Computed, not measured: a molecular structure, C18H16N3O7PPb, with ωB97M-V/def2-TZVPD.

Summary:
frontier orbital gap: 6.288 eV
HOMO: -0.0716 Ha
energy relative to the best compared isomer or geometry (same formula, charge and spin): 20.4 kcal per mole
net charge: -2
molar mass: 624.51 g mol⁻¹
LUMO level: 0.1594 Eh

Positions of all 46 atoms, in Å:
1 Pb -0.573 -1.104 0.664
2 C -2.447 3.354 2.056
3 C -1.833 2.357 1.066
4 O -1.499 1.271 1.541
5 C -1.730 2.762 -0.313
6 C -2.272 3.996 -0.721
7 C -2.288 4.410 -2.025
8 C -1.757 3.572 -3.019
9 C -1.195 2.383 -2.671
10 C -1.113 1.914 -1.311
11 O -0.507 0.838 -1.082
12 H -2.439 2.897 3.043
13 H -3.477 3.573 1.784
14 H -1.878 4.281 2.088
15 H -2.711 4.645 0.022
16 H -2.726 5.364 -2.291
17 H -1.807 3.876 -4.061
18 H -0.783 1.716 -3.416
19 O -2.128 -6.225 -3.022
20 C -1.833 -5.253 -2.334
21 C -2.776 -4.464 -1.484
22 O -3.978 -4.695 -1.343
23 C -1.978 -3.400 -0.880
24 C -0.623 -3.496 -1.317
25 O 0.309 -2.696 -0.955
26 C -0.472 -4.646 -2.205
27 O 0.554 -5.063 -2.748
28 O -2.413 -2.511 -0.065
29 C 4.471 1.693 1.262
30 P 2.839 0.819 0.985
31 C 3.491 -0.839 0.482
32 C 2.505 1.479 -0.705
33 H 5.145 1.566 0.416
34 H 4.942 1.307 2.163
35 H 4.274 2.753 1.409
36 H 4.414 -0.750 -0.094
37 H 2.731 -1.333 -0.121
38 H 3.670 -1.445 1.369
39 H 3.368 1.360 -1.359
40 H 2.235 2.533 -0.631
41 H 1.652 0.936 -1.107
42 N 0.078 -2.315 2.553
43 C 0.292 -3.071 3.422
44 N 0.538 -3.681 4.480
45 C 0.755 -4.848 4.946
46 N 0.975 -5.823 5.530

---

(2)
Computed, not measured: C18H16N4O3S3 in the gas phase, with ωB97M-V/def2-TZVPD.

Summary:
frontier orbital gap: 7.194 eV
SMILES string: O=C(CCCN1C(=O)/C(=C/c2cccs2)SC1=S)NNC(=O)c1cccnc1
HOMO: -0.3000 Ha
molar mass: 432.55 g mol⁻¹
LUMO level: -0.0357 Eh

Positions of all 44 atoms, in Å:
1 O -2.517 -3.083 -0.154
2 C -2.515 -2.106 -0.873
3 N -1.379 -1.684 -1.485
4 N -0.146 -2.161 -1.040
5 C 0.877 -1.265 -1.057
6 O 0.760 -0.210 -1.665
7 C 2.124 -1.659 -0.364
8 C 2.306 -2.833 0.364
9 C 3.516 -3.032 1.007
10 C 4.493 -2.051 0.912
11 N 4.334 -0.935 0.218
12 C 3.189 -0.754 -0.407
13 H 3.085 0.157 -0.981
14 H 5.446 -2.158 1.412
15 H 3.696 -3.929 1.578
16 H 1.532 -3.582 0.435
17 H -0.267 -2.864 -0.319
18 H -1.270 -0.782 -1.941
19 C -3.734 -1.270 -1.200
20 C -4.503 -0.929 0.081
21 H -4.963 -1.835 0.475
22 H -5.289 -0.215 -0.162
23 C -3.613 -0.368 1.195
24 N -2.679 0.656 0.764
25 C -3.081 1.880 0.330
26 S -4.627 2.381 0.197
27 S -1.691 2.889 -0.063
28 C -0.583 1.653 0.481
29 C 0.767 1.731 0.564
30 C 1.606 2.800 0.181
31 C 2.984 2.835 0.299
32 C 3.545 4.022 -0.181
33 C 2.605 4.890 -0.661
34 S 1.015 4.274 -0.538
35 H 2.761 5.862 -1.084
36 H 4.599 4.233 -0.176
37 H 3.553 2.023 0.715
38 H 1.263 0.859 0.973
39 C -1.313 0.457 0.886
40 O -0.814 -0.581 1.272
41 H -2.995 -1.165 1.617
42 H -4.249 0.053 1.979
43 H -3.439 -0.359 -1.723
44 H -4.387 -1.844 -1.859

---

(3)
Computed, not measured: a molecular structure, C18H16N9O2, with ωB97M-V/def2-TZVPD.

Summary:
frontier orbital gap: 5.988 eV
HOMO: -0.3780 Ha
net charge: +1
molar mass: 390.39 g mol⁻¹
LUMO level: -0.1580 Eh

Positions of all 45 atoms, in Å:
1 O -1.416 -0.118 -2.942
2 N 1.371 -2.835 0.007
3 N 0.976 1.748 2.566
4 N 2.765 -2.494 1.779
5 N 0.574 0.696 0.430
6 O 3.972 -5.260 1.383
7 C -0.810 0.457 -2.030
8 C 2.388 -3.330 0.743
9 C 1.168 0.788 1.634
10 C 2.175 -1.464 1.493
11 C 0.559 -0.445 -0.135
12 C 4.448 -6.411 0.901
13 C 3.920 -6.634 -0.307
14 C 2.881 -5.587 -0.454
15 C 3.022 -4.666 0.598
16 C 2.108 -0.198 2.086
17 C 2.684 0.340 3.240
18 C -2.401 3.663 -1.061
19 C -3.586 4.474 -1.102
20 C -2.331 2.443 -1.842
21 C -4.610 3.870 -1.779
22 C -3.427 2.030 -2.551
23 N -0.184 -0.505 -1.241
24 N 1.367 -1.547 0.391
25 N -1.121 1.790 -1.705
26 N 1.845 1.425 3.563
27 N -4.536 2.744 -2.497
28 C 2.116 2.298 4.709
29 C -5.520 2.484 -3.615
30 H 5.208 -6.963 1.271
31 H 4.113 -7.470 -0.985
32 H 2.119 -5.314 -1.267
33 H 3.508 -0.057 3.787
34 H -1.603 3.992 -0.418
35 H -3.797 5.338 -0.600
36 H -5.493 4.546 -1.797
37 H -3.232 1.226 -3.290
38 H -0.137 -1.423 -1.604
39 H -0.594 1.855 -0.789
40 H 1.503 1.814 5.478
41 H 3.146 2.029 4.936
42 H 1.960 3.405 4.681
43 H -5.956 1.568 -3.293
44 H -6.153 3.358 -3.829
45 H -4.990 2.339 -4.546

---

(4)
Computed, not measured: a molecular structure, C18H16NPSnTe4, with ωB97M-V/def2-TZVPD.

Summary:
frontier orbital gap: 6.351 eV
HOMO: -0.2500 Ha
molar mass: 906.42 g mol⁻¹
LUMO level: -0.0166 Eh

Positions of all 41 atoms, in Å:
1 Sn 0.285 -0.087 -1.546
2 Te -0.470 -2.534 -0.400
3 Te 1.435 -4.396 -0.932
4 Te 3.755 -2.979 -1.018
5 Te 2.985 -0.539 -1.932
6 N 0.749 0.765 0.891
7 C 0.093 1.697 1.732
8 C 0.852 2.565 2.508
9 C 0.236 3.454 3.371
10 C -1.143 3.475 3.478
11 C -1.902 2.636 2.684
12 C -1.307 1.759 1.785
13 P -2.290 0.771 0.609
14 C -3.942 0.737 1.368
15 C -4.954 1.650 1.082
16 C -6.184 1.542 1.709
17 C -6.411 0.531 2.630
18 C -5.406 -0.381 2.919
19 C -4.182 -0.282 2.285
20 C -2.510 1.995 -0.721
21 C -2.058 3.308 -0.678
22 C -2.236 4.141 -1.771
23 C -2.875 3.676 -2.911
24 C -3.335 2.370 -2.956
25 C -3.144 1.534 -1.873
26 H 1.761 0.870 0.938
27 H 0.525 -0.190 1.182
28 H 1.933 2.529 2.448
29 H 0.840 4.115 3.976
30 H -1.627 4.152 4.168
31 H -2.981 2.672 2.740
32 H -4.783 2.444 0.367
33 H -6.966 2.253 1.478
34 H -7.373 0.449 3.117
35 H -5.581 -1.177 3.630
36 H -3.404 -1.007 2.497
37 H -1.561 3.686 0.204
38 H -1.877 5.160 -1.729
39 H -3.009 4.326 -3.764
40 H -3.832 1.999 -3.841
41 H -3.496 0.510 -1.916